ORCA calculation (the ωB97M-V functional and the def2-TZVPD basis) on 10 unconnected molecules or ions with the total composition C44H72O20S8.

HOMO-LUMO gap = 8.384 eV
highest occupied orbital energy = -10.050 eV
E_LUMO = -1.666 eV
E = -6409.875934 Ha
charge = 0

The geometry in XYZ format:
```
144
Properties=species:S:1:pos:R:3:forces:R:3:lowdin_charge:R:1
O 9.508859 7.495511 14.921182 -0.1 -0.1 -0.1 0.1222
C 9.715964 8.617278 14.536303 1.3 1.6 0.4 -0.3779
C 10.843670 9.492282 15.075965 0.4 -1.1 -0.2 0.0353
C 10.989166 10.769583 14.704134 -0.4 0.7 0.4 0.0064
C 9.989134 11.474141 13.803321 0.7 -0.3 0.8 -0.3771
O 10.002021 12.663546 13.554186 0.4 -0.3 0.2 0.0953
C 8.942254 10.613411 13.277930 0.1 -0.1 -0.2 0.0062
C 8.875752 9.328760 13.551628 -1.7 -1.7 0.2 0.0174
H 11.593869 8.949618 15.694748 -0.7 0.7 -0.2 0.1377
H 11.743655 11.408140 15.169542 0.0 -0.2 -0.4 0.0949
H 8.208986 11.055214 12.658584 -0.6 0.6 -0.6 0.1177
H 8.018455 8.729430 13.207878 0.5 0.3 -0.1 0.1327
O 14.080697 20.265104 10.614691 0.0 0.4 0.2 0.0823
C 14.883969 19.412756 10.299853 0.3 -0.8 -0.2 -0.3994
C 14.512854 18.387002 9.295148 1.0 -1.2 0.3 0.0286
C 15.307556 17.316958 9.048575 -0.8 1.1 -0.3 0.0287
C 16.627018 17.218459 9.671693 -0.6 -0.1 0.9 -0.4195
O 17.327595 16.258492 9.458992 0.6 0.0 -0.1 0.1162
C 16.998507 18.246391 10.684681 0.3 0.5 -0.4 0.0294
C 16.210335 19.288903 10.966409 -0.3 0.4 0.0 0.0180
H 13.500010 18.503460 8.993816 -0.6 -0.2 -0.6 0.0889
H 15.110823 16.449372 8.418893 -0.5 0.4 0.0 0.1312
H 18.004572 18.089639 11.041204 0.1 0.2 0.5 0.1184
H 16.369617 20.135547 11.653084 0.5 -0.7 -0.2 0.1275
O 16.379542 11.339695 16.140692 0.1 -1.1 -1.0 -0.3668
S 16.421341 10.591598 14.874001 -0.4 -1.2 0.3 0.7406
O 16.192947 9.122802 14.832741 0.2 2.6 0.2 -0.3411
C 15.367557 11.467928 13.692036 0.8 0.2 -0.2 -0.1903
C 16.327207 11.887630 12.534221 -1.0 -0.6 -0.8 -0.1790
C 17.638436 11.128066 12.610211 -0.6 -1.0 -1.0 -0.2361
C 17.952323 10.963727 14.009972 1.0 0.7 3.8 -0.2654
H 14.955734 12.331268 14.254754 -0.1 -0.7 -0.5 0.0931
H 14.646114 10.773395 13.273433 -0.2 0.0 0.6 0.0751
H 15.889456 11.586268 11.566789 -0.2 0.6 0.4 0.0976
H 16.439978 12.944278 12.530360 0.3 0.9 0.0 0.1052
H 18.465564 11.567470 12.090536 0.2 0.4 -0.5 0.1237
H 17.438817 10.150499 12.174370 0.3 -0.2 -0.2 0.1289
H 18.254661 11.923253 14.502734 -0.2 -0.5 -0.5 0.1260
H 18.665412 10.227401 14.397142 0.0 -0.1 -0.6 0.1168
O 11.434235 17.635953 9.950710 -1.2 -0.1 -0.1 -0.3456
S 10.026358 17.358214 9.625231 0.4 1.5 -0.3 0.6966
O 9.094641 18.465419 9.460747 0.5 -0.4 0.5 -0.3337
C 9.981476 16.427961 8.117852 -0.5 -1.2 -0.3 -0.2196
C 9.738088 14.984168 8.599443 -0.3 0.4 -0.7 -0.2221
C 8.732349 15.082583 9.726370 0.0 -1.0 1.2 -0.2049
C 9.420381 16.061347 10.685718 -0.4 -0.1 0.5 -0.2272
H 10.910364 16.514841 7.573941 0.2 0.3 -0.1 0.1036
H 9.129677 16.733262 7.513597 0.1 0.4 0.1 0.1080
H 9.448744 14.320894 7.764922 0.3 0.2 0.5 0.1304
H 10.662881 14.706177 9.079474 0.5 -0.8 -0.2 0.0882
H 8.603070 14.093241 10.252903 0.0 1.0 -0.5 0.1337
H 7.743267 15.447771 9.454384 0.0 0.0 -0.3 0.1222
H 10.382919 15.634084 10.989507 -0.3 -0.1 0.5 0.0754
H 8.781031 16.381826 11.541648 0.7 0.1 -0.8 0.1072
O 9.852319 21.338509 14.250818 -0.4 0.0 0.6 -0.3412
S 9.777025 20.598183 13.006595 1.1 0.9 -0.1 0.6915
O 9.268784 19.238138 13.046747 0.6 0.7 -0.3 -0.3224
C 8.919148 21.644399 11.780310 -0.6 -0.3 0.4 -0.2038
C 10.014605 22.412417 11.009731 -0.2 1.8 -0.2 -0.2201
C 11.335152 22.419074 11.807525 0.4 -3.5 -1.6 -0.1761
C 11.426417 20.876393 12.256451 -0.6 -0.3 -2.1 -0.2022
H 8.225503 22.371520 12.269654 0.7 -0.9 0.1 0.1161
H 8.297106 20.888684 11.274033 0.4 0.6 -0.5 0.0976
H 10.222417 21.999792 10.021610 -0.3 -0.1 0.1 0.1125
H 9.691808 23.500414 10.899259 0.2 -1.4 -0.2 0.1300
H 11.259174 23.018185 12.645110 0.0 1.3 1.8 0.0705
H 12.222116 22.696892 11.180939 -0.9 -0.3 0.6 0.1282
H 12.294994 20.526094 12.812657 -0.4 0.3 0.6 0.0884
H 11.410389 20.206247 11.333466 0.1 0.9 0.8 0.1041
O 12.958640 13.455979 16.549468 0.0 -0.5 -1.0 -0.3319
S 12.791275 12.647236 17.731084 0.4 -0.6 1.7 0.6772
O 11.974695 11.443233 17.796729 0.2 0.8 -0.7 -0.3312
C 14.425208 12.269948 18.448529 -0.6 -0.7 -0.9 -0.2072
C 14.677413 13.508016 19.284879 1.2 -0.8 0.7 -0.2291
C 13.385565 13.802489 20.027258 0.0 -1.1 1.1 -0.2248
C 12.286130 13.807671 18.993729 -1.3 1.0 0.3 -0.2324
H 15.061922 12.011750 17.560147 -0.3 0.5 1.1 0.0763
H 14.315547 11.376034 19.096466 -0.1 0.5 -0.5 0.1210
H 15.521646 13.311736 19.973576 -0.4 0.2 -0.3 0.1285
H 14.967216 14.314988 18.644771 0.1 0.7 -0.4 0.1081
H 13.443316 14.659540 20.672312 -0.1 0.9 -0.3 0.1106
H 13.169144 13.016011 20.788885 0.3 0.0 -0.7 0.1307
H 12.098418 14.821221 18.567339 0.4 -0.8 -0.1 0.1191
H 11.323112 13.474269 19.389038 0.1 -0.1 0.0 0.1043
O 11.716113 18.031417 16.251798 -1.2 1.4 1.6 -0.3573
S 10.958974 18.877458 17.226122 0.6 -0.9 -1.8 0.6894
O 11.031298 18.568766 18.623156 0.0 -0.6 0.8 -0.3116
C 11.326244 20.588426 17.038223 0.6 0.0 0.6 -0.2501
C 10.121993 21.341692 17.562744 -0.5 -0.1 0.1 -0.1941
C 8.863123 20.520991 17.142179 0.1 -0.7 1.0 -0.1816
C 9.281497 19.111070 16.679625 -0.2 0.0 -0.4 -0.2318
H 11.258343 20.722752 15.989466 0.7 0.2 -1.3 0.0627
H 12.316550 20.788215 17.485916 -0.5 0.1 -0.3 0.1279
H 10.156428 21.483718 18.647716 0.0 0.1 -0.3 0.1142
H 10.075977 22.289349 17.026660 0.1 0.2 0.4 0.1113
H 8.336701 20.991851 16.345969 -0.3 0.5 -0.6 0.0878
H 8.141744 20.409801 17.981576 0.6 0.2 -0.4 0.1219
H 9.323793 18.936430 15.598835 -0.1 0.4 0.1 0.0745
H 8.573829 18.405461 17.069174 0.1 -0.8 0.3 0.0961
O 14.804681 11.354392 9.377506 -0.3 -0.2 -0.3 -0.3417
S 13.444638 10.920673 9.106156 0.3 0.2 0.7 0.6868
O 13.111187 10.271792 7.860352 0.0 0.6 0.1 -0.3290
C 12.956371 9.847183 10.463995 -0.6 -1.0 -0.5 -0.2326
C 12.493426 10.820215 11.544185 0.4 -1.8 1.3 -0.2392
C 11.589348 11.828578 10.881348 0.6 0.7 -1.6 -0.1934
C 12.353093 12.340236 9.593859 0.9 -0.5 0.9 -0.1726
H 13.745867 9.083334 10.689942 -0.4 1.1 -0.1 0.1259
H 12.080550 9.235031 10.111349 0.7 0.7 0.2 0.1195
H 12.043471 10.157122 12.344983 0.0 1.1 -0.8 0.1219
H 13.346826 11.293035 12.038553 -0.2 0.2 -0.4 0.0864
H 11.452481 12.710973 11.479413 -0.5 0.2 0.5 0.0709
H 10.644992 11.370958 10.572447 0.0 0.1 0.2 0.1220
H 12.978662 13.242993 9.767952 0.1 -0.9 0.4 0.1034
H 11.773136 12.654689 8.766881 -1.1 -0.3 -0.9 0.0640
O 7.659280 16.804442 14.878351 -0.4 -0.9 -0.5 -0.3278
S 8.149670 15.520109 14.388667 0.1 0.5 0.6 0.6850
O 7.765605 14.973962 13.101918 -0.3 0.4 0.4 -0.3335
C 9.894643 15.634678 14.543825 0.7 2.3 1.3 -0.2311
C 10.167723 15.348053 16.053453 -3.2 -0.2 -1.3 -0.1838
C 9.283456 14.118598 16.380385 -0.3 0.4 2.0 -0.1943
C 7.920061 14.271963 15.703201 -0.7 0.7 -0.3 -0.1985
H 10.228982 16.700101 14.341994 -0.7 -1.2 -0.1 0.1077
H 10.353522 14.958819 13.869346 0.6 -0.8 -0.5 0.0612
H 11.182099 15.223672 16.146999 2.3 -0.6 0.7 0.0474
H 9.833946 16.166344 16.681751 0.1 0.4 -0.2 0.0954
H 9.044315 14.041973 17.494765 0.7 0.1 -1.3 0.1352
H 9.823670 13.240301 16.100816 0.0 -0.7 -0.3 0.0767
H 7.154625 14.698578 16.384166 0.5 -0.2 -0.4 0.1096
H 7.470273 13.406030 15.215871 0.4 -0.1 0.1 0.0947
O 14.742782 15.841524 11.719152 -0.1 0.0 0.2 -0.2992
S 13.496616 15.786758 12.461131 0.5 -0.6 -1.0 0.6557
O 12.449240 14.937362 11.905455 0.2 0.4 0.5 -0.3275
C 13.810933 15.450289 14.153472 -0.1 -1.1 0.5 -0.2426
C 14.593491 16.651038 14.681696 -0.1 0.0 -2.2 -0.1680
C 13.915491 17.885279 13.992722 -0.9 0.2 0.1 -0.1593
C 12.975459 17.426292 12.809786 0.1 0.0 0.2 -0.2155
H 14.326339 14.496082 14.303913 -0.2 0.1 -0.2 0.0930
H 12.768196 15.337693 14.529746 0.8 0.2 0.3 0.0992
H 14.536642 16.641996 15.722603 -0.3 0.4 1.8 0.0855
H 15.683955 16.608148 14.434921 -1.0 -0.2 -0.1 0.1281
H 14.698027 18.518220 13.582789 -0.1 0.3 0.1 0.0948
H 13.255085 18.435009 14.709240 0.9 -0.4 -0.5 0.0885
H 13.135651 17.962251 11.861716 -0.5 0.1 0.5 0.0788
H 11.905190 17.304740 13.086941 0.7 0.6 -0.2 0.0990
```
Forces are in eV/Å.